Record 1
44
Properties=species:S:1:pos:R:3:forces:R:3 method="wB97M-V/def2-TZVPD" e_lumo_ev=1.0 total_charge=0 e_above_lowest_kcal_mol=0.0
C 2.936 3.300 0.115 0.65 -0.65 0.51
C 2.151 2.053 -0.344 0.80 -0.29 -0.40
C 3.058 0.819 -0.655 0.17 1.16 -0.53
C 2.337 -0.356 -1.250 -1.32 -1.03 -0.28
N 1.635 -1.095 -0.173 -0.18 0.16 0.14
C 0.536 -2.042 -0.436 0.18 -0.96 -1.00
C 0.326 -2.818 0.846 0.11 -0.36 0.46
C 1.019 -3.041 -1.509 0.41 0.80 0.17
C -0.785 -1.372 -0.919 1.10 1.23 1.58
C -1.336 -0.328 0.114 -0.91 -0.65 -1.01
C -1.737 1.037 -0.524 1.26 -0.57 0.52
C -2.111 2.024 0.580 0.13 0.24 -0.15
C -3.299 1.483 1.396 0.27 0.00 -0.93
C -3.027 0.077 1.921 -0.19 0.61 0.32
C -2.572 -0.905 0.863 0.25 1.02 -0.28
H 2.299 4.190 0.165 0.14 -0.21 0.08
H 3.775 3.504 -0.576 -0.46 -0.03 0.18
H 3.413 3.122 1.116 -0.51 0.24 -0.76
H 1.448 1.728 0.408 -0.46 0.22 0.35
H 1.577 2.330 -1.242 0.11 -0.28 0.16
H 3.590 0.476 0.225 0.09 0.08 0.35
H 3.823 1.134 -1.374 0.00 0.06 0.07
H 1.630 -0.001 -2.043 0.36 -0.13 0.34
H 3.035 -1.061 -1.749 -0.28 0.45 0.32
H 1.299 -0.461 0.547 0.34 0.07 -0.22
H -0.484 -3.553 0.792 -0.22 0.34 -0.18
H 0.117 -2.104 1.645 0.03 -0.27 0.29
H 1.210 -3.425 1.089 -0.02 0.52 0.05
H 0.408 -3.917 -1.632 -0.45 -0.33 0.20
H 2.041 -3.341 -1.307 0.17 -0.26 0.36
H 1.081 -2.557 -2.464 -0.16 0.36 -0.73
H -1.526 -2.085 -1.186 -0.69 -0.85 -0.02
H -0.523 -0.875 -1.822 0.16 0.66 -0.98
H -0.549 -0.088 0.839 -0.14 -0.12 0.10
H -0.908 1.375 -1.187 -0.39 0.05 0.56
H -2.593 0.923 -1.161 -0.57 -0.28 -0.48
H -1.261 2.189 1.282 -0.33 -0.03 -0.52
H -2.356 2.986 0.093 0.06 -0.22 0.49
H -3.470 2.168 2.219 -0.34 0.05 0.19
H -4.192 1.440 0.756 0.05 0.25 0.09
H -3.958 -0.287 2.357 0.15 -0.08 0.45
H -2.257 0.224 2.678 0.02 -0.50 0.35
H -2.369 -1.864 1.331 0.09 -0.21 -0.13
H -3.430 -1.007 0.173 0.51 -0.26 -0.08

***

Record 2
16
Properties=species:S:1:pos:R:3:forces:R:3 method="wB97M-V/def2-TZVPD" e_lumo_ev="-0.3 / -0.3" total_charge=0 e_above_lowest_kcal_mol=70.6
C 0.197 1.108 -0.464 -1.44 -0.40 -0.52
C 1.498 1.336 -0.425 -2.01 -1.90 0.54
C -0.258 -0.318 -0.001 -1.28 0.46 0.20
C -1.335 -0.908 -0.922 0.02 -1.25 0.18
C -0.728 -0.191 1.485 -1.84 0.03 -2.70
O 3.556 -0.286 -0.293 1.04 -0.47 -0.84
O 0.815 -1.169 -0.070 3.68 1.47 0.54
S 2.361 0.056 0.413 -2.37 -1.40 0.27
H -0.558 1.877 -0.832 1.05 -1.14 0.55
H 1.861 2.204 -0.815 1.70 2.13 -0.57
H -1.894 -1.748 -0.472 0.00 0.75 0.40
H -0.952 -1.428 -1.791 0.94 0.25 -0.25
H -1.986 -0.187 -1.341 -1.00 0.89 0.01
H -1.536 -0.826 1.784 -0.36 -0.74 -0.17
H -1.078 0.781 1.609 -0.85 1.87 0.42
H 0.037 -0.300 2.135 2.73 -0.56 1.93

***

Record 3
99
Properties=species:S:1:pos:R:3:forces:R:3 method="wB97M-V/def2-TZVPD" e_lumo_ev="-4.4 / -4.4" total_charge=+1 e_above_lowest_kcal_mol=13.2
Pd 0.175 0.123 -0.135 0.03 -0.03 -0.47
Cl -2.363 -6.033 -3.153 -0.15 -0.16 -0.17
C -1.523 -4.891 -2.166 0.07 0.25 0.03
C -1.142 -3.674 -2.706 -0.27 -0.26 0.00
C -0.471 -2.783 -1.899 0.09 -0.47 0.83
Cl -0.030 -1.225 -2.524 0.02 0.54 0.12
C -0.124 -3.045 -0.537 -0.42 -0.56 -0.54
O 0.536 -2.234 0.180 0.22 0.93 0.35
C -0.607 -4.300 -0.040 0.14 0.52 -0.49
Cl -0.311 -4.646 1.619 0.03 -0.07 0.28
C -1.269 -5.204 -0.833 -0.04 0.04 -0.15
H -1.382 -3.435 -3.731 0.01 0.02 -0.05
H -1.596 -6.151 -0.429 0.00 -0.02 0.02
N 2.196 2.582 1.235 -0.11 -0.04 -0.01
C 1.315 2.023 2.102 0.10 0.37 -0.19
N 0.697 0.904 1.845 -0.36 -0.18 -0.51
C -0.026 0.464 2.955 0.06 -0.21 0.19
C -0.608 -0.791 3.087 0.02 -0.11 -0.11
C -1.291 -1.079 4.253 -0.05 0.04 0.06
C -1.396 -0.135 5.279 0.03 -0.04 -0.09
C -0.774 1.098 5.174 -0.02 0.01 0.05
C -0.071 1.375 4.010 0.02 -0.02 -0.04
S 0.929 2.759 3.631 0.02 -0.11 0.00
H 2.756 1.877 0.755 0.01 0.02 0.09
H 2.706 3.387 1.562 0.02 -0.02 -0.02
H -0.502 -1.522 2.289 0.02 0.01 0.00
H -1.748 -2.053 4.371 0.01 0.00 0.00
H -1.938 -0.383 6.180 -0.01 0.01 0.03
H -0.816 1.810 5.986 0.00 0.01 0.01
C 4.252 -2.195 -0.737 -0.03 -0.06 0.03
C 4.430 -0.896 0.053 0.05 -0.08 -0.05
C 5.320 0.082 -0.704 -0.01 0.01 0.01
C 5.023 -1.201 1.424 -0.02 0.03 0.01
N 3.131 -0.237 0.335 0.13 0.15 0.13
N 2.295 -0.023 -0.806 -0.25 -0.15 0.58
H 5.186 -2.755 -0.755 0.03 0.03 -0.01
H 3.974 -2.021 -1.779 -0.01 0.01 -0.01
H 3.492 -2.829 -0.273 -0.03 0.01 0.00
H 6.298 -0.362 -0.891 0.00 -0.02 0.00
H 5.466 0.995 -0.126 0.01 0.03 0.01
H 4.901 0.344 -1.678 -0.01 0.00 -0.02
H 6.012 -1.645 1.317 0.01 0.01 -0.02
H 4.399 -1.908 1.974 -0.03 -0.02 -0.01
H 5.116 -0.289 2.014 0.01 0.02 0.01
H 2.594 -0.827 0.966 -0.01 -0.06 -0.11
H 2.313 -0.810 -1.455 -0.04 -0.05 0.10
H 2.652 0.794 -1.292 -0.17 0.00 -0.10
C -2.878 0.804 1.575 0.14 0.18 0.11
C -4.277 1.421 1.644 0.06 0.10 0.01
As -5.813 0.419 0.903 0.08 -0.14 -0.02
C -5.854 -1.058 2.188 0.01 0.02 -0.07
C -5.139 -1.096 3.381 0.07 0.00 0.01
C -5.230 -2.196 4.225 0.00 0.02 0.00
C -6.047 -3.265 3.891 -0.02 0.00 0.01
C -6.771 -3.233 2.707 0.00 -0.01 0.00
C -6.665 -2.141 1.860 0.00 -0.03 -0.05
C -7.170 1.569 1.702 -0.01 0.01 -0.02
C -8.068 2.198 0.847 -0.01 0.05 -0.03
C -9.048 3.043 1.353 0.00 -0.01 -0.03
C -9.139 3.257 2.718 0.00 0.00 0.03
C -8.250 2.626 3.580 -0.01 0.02 0.00
C -7.271 1.786 3.073 0.00 -0.02 0.03
P -2.090 0.586 -0.056 0.00 -0.33 0.09
C -3.043 -0.681 -0.919 0.21 -0.25 0.09
C -3.338 -1.859 -0.226 -0.01 0.10 0.11
C -4.084 -2.858 -0.826 -0.05 0.02 0.00
C -4.521 -2.704 -2.132 0.03 -0.01 0.01
C -4.185 -1.561 -2.846 -0.05 -0.03 -0.03
C -3.442 -0.559 -2.250 0.08 0.14 -0.01
C -2.361 2.151 -0.912 0.25 0.07 -0.03
C -3.605 2.493 -1.446 -0.08 -0.06 0.01
C -3.796 3.740 -2.017 0.06 0.03 0.03
C -2.754 4.658 -2.052 -0.02 -0.04 0.00
C -1.518 4.327 -1.519 0.04 0.04 -0.01
C -1.320 3.076 -0.953 0.10 -0.02 0.02
H -2.836 -0.154 2.087 -0.06 -0.11 -0.03
H -2.180 1.448 2.122 -0.06 0.00 -0.01
H -4.294 2.399 1.158 0.00 -0.01 -0.03
H -4.501 1.611 2.697 0.06 0.02 -0.02
H -4.502 -0.270 3.673 0.00 0.00 0.02
H -4.670 -2.211 5.152 0.01 0.00 0.01
H -6.126 -4.117 4.554 0.01 -0.01 0.00
H -7.416 -4.061 2.442 0.01 0.00 0.00
H -7.222 -2.134 0.929 0.00 0.01 0.00
H -8.007 2.028 -0.222 0.01 -0.01 0.02
H -9.743 3.527 0.679 -0.01 0.00 0.00
H -9.905 3.910 3.115 -0.01 0.01 0.01
H -8.325 2.785 4.647 0.00 0.00 0.01
H -6.597 1.285 3.759 0.00 -0.01 -0.01
H -3.018 -1.993 0.801 0.05 0.00 0.03
H -4.336 -3.747 -0.264 0.03 -0.05 0.01
H -5.115 -3.477 -2.600 0.01 -0.03 -0.01
H -4.513 -1.447 -3.871 0.02 0.00 0.00
H -3.191 0.328 -2.816 0.03 -0.04 -0.02
H -4.424 1.785 -1.416 -0.02 0.01 0.02
H -4.761 3.998 -2.432 -0.01 -0.01 0.00
H -2.908 5.632 -2.497 0.00 0.01 -0.01
H -0.705 5.039 -1.546 0.00 0.01 0.00
H -0.347 2.816 -0.543 -0.05 0.04 0.00

***

Record 4
126
Properties=species:S:1:pos:R:3:forces:R:3 method="wB97M-V/def2-TZVPD" e_lumo_ev=0.5 total_charge=0 e_above_lowest_kcal_mol=226.8
Cl 37.399 -17.486 11.691 8.55 10.46 10.14
C 36.820 -16.063 12.675 0.83 2.62 -5.63
C 35.858 -15.098 11.899 3.30 2.03 -1.08
Cl 34.429 -15.837 11.390 -2.20 0.23 0.58
H 37.656 -15.589 13.042 1.79 1.46 0.75
H 36.292 -16.414 13.399 -2.97 -2.55 4.74
H 36.332 -14.781 10.842 -0.53 -0.18 2.70
H 35.535 -14.201 12.507 0.96 -0.82 -0.63
Cl 33.645 -17.389 9.355 -0.79 -0.45 -1.88
C 34.828 -18.628 9.726 0.32 -3.10 -4.87
C 35.893 -18.092 10.562 -3.98 -3.11 -0.42
Cl 37.255 -19.327 10.830 -1.77 -7.03 -4.81
H 35.312 -19.213 8.651 -1.40 2.20 2.84
H 34.217 -19.404 10.089 -0.34 -1.11 1.05
H 35.550 -17.925 11.665 -0.78 -0.75 -3.04
H 36.360 -17.289 10.026 -0.71 0.32 -0.66
C 35.727 -12.989 8.641 4.46 1.74 -2.34
C 36.272 -14.304 7.988 -2.53 2.05 -0.49
N 37.701 -14.375 7.886 1.95 -0.54 0.37
C 38.184 -15.783 7.927 -4.31 2.56 6.00
C 37.396 -16.696 7.173 0.06 -4.53 -4.50
C 38.263 -13.653 6.749 1.71 -2.31 0.22
C 39.869 -13.371 6.878 -4.66 0.44 -1.31
H 35.988 -11.955 8.094 -1.05 -2.50 0.80
H 36.222 -12.860 9.540 2.32 0.36 1.93
H 34.863 -13.015 9.143 -4.54 -0.30 0.30
H 35.857 -14.144 7.000 -0.26 -0.83 -0.84
H 35.646 -15.130 8.423 1.42 0.28 -0.16
H 37.779 -16.010 8.987 0.70 0.19 -0.68
H 39.182 -15.958 8.189 1.83 0.02 -0.99
H 36.356 -16.654 6.796 0.39 1.64 0.55
H 37.251 -17.680 7.671 0.93 0.21 -0.14
H 37.978 -16.882 6.218 -0.80 -0.35 0.72
H 37.691 -12.800 6.620 -0.65 2.16 -0.13
H 38.073 -14.238 5.832 0.21 -0.01 -0.12
H 39.992 -13.007 5.845 0.79 0.93 0.79
H 40.342 -14.312 6.853 0.85 -0.97 0.85
H 39.881 -12.722 7.763 1.11 -0.14 -0.59
C 27.682 -21.657 13.096 -2.94 2.98 -1.04
C 28.701 -20.887 12.227 0.42 -2.26 1.62
N 28.965 -21.575 10.971 0.42 -2.32 1.47
C 29.652 -20.756 10.031 -4.41 1.49 0.02
C 30.514 -19.731 10.491 6.29 1.34 -4.27
C 29.777 -22.826 11.218 -0.61 -0.17 -0.79
C 29.628 -23.813 10.042 -3.12 -1.92 2.91
H 28.080 -22.591 13.357 -0.22 -1.53 0.36
H 26.528 -21.619 12.576 3.43 -0.68 1.32
H 27.568 -21.027 14.015 0.03 -0.76 -0.50
H 29.605 -20.728 12.913 -0.63 -0.17 -1.03
H 28.249 -19.959 12.109 -0.46 1.93 -0.90
H 28.920 -20.034 9.805 -2.46 0.25 -1.51
H 29.852 -21.214 9.105 0.82 -0.80 -0.79
H 30.469 -19.119 11.277 -1.54 1.71 3.55
H 30.754 -18.917 9.648 -0.74 -1.85 1.24
H 31.465 -20.190 10.576 1.91 -0.10 0.56
H 29.478 -23.291 12.212 1.05 0.69 -1.33
H 30.786 -22.494 11.011 0.98 -0.10 1.58
H 29.946 -23.407 9.191 0.37 2.65 -3.70
H 28.534 -24.138 9.990 1.52 0.24 -0.33
H 30.295 -24.665 9.914 -0.01 -0.60 1.52
C 37.227 -19.549 5.020 3.79 1.79 3.30
C 37.646 -20.604 6.065 5.36 -1.82 -8.76
N 39.162 -20.559 6.265 -1.80 -1.62 -2.23
C 39.473 -20.954 7.610 5.03 2.66 -4.12
C 38.777 -21.873 8.309 1.22 -8.23 -0.12
C 39.799 -21.412 5.230 -1.36 5.78 0.07
C 41.159 -20.973 4.998 2.17 0.65 -4.57
H 36.225 -19.489 5.034 -3.84 0.68 0.30
H 37.447 -19.840 4.092 1.28 -1.00 -3.83
H 37.748 -18.518 5.244 -1.20 -2.20 -0.46
H 37.157 -21.548 5.794 0.55 -0.29 0.26
H 37.277 -20.233 6.802 -4.40 3.58 9.49
H 39.284 -20.138 8.086 -1.12 5.89 2.91
H 40.607 -20.981 7.882 -1.53 -0.44 -1.25
H 37.849 -22.238 8.124 -3.20 0.03 -1.10
H 38.826 -21.566 9.259 0.18 0.15 4.04
H 39.370 -22.835 8.084 -0.84 0.44 1.37
H 39.298 -21.260 4.300 -0.84 0.38 -0.65
H 39.654 -22.364 5.413 -0.10 -5.20 1.24
H 41.428 -21.595 3.994 0.43 1.30 2.50
H 41.805 -21.079 5.806 1.40 -1.01 1.28
H 41.376 -19.866 4.719 -1.28 -1.68 0.24
C 37.486 -19.293 15.113 2.17 -0.26 1.74
C 36.135 -19.549 14.671 -4.73 2.43 -2.23
N 35.145 -18.379 15.078 4.41 -1.47 1.82
C 34.152 -17.869 14.287 4.94 4.30 -3.13
C 33.467 -18.541 13.318 -6.83 -7.33 -0.93
C 34.572 -18.707 16.288 1.93 -1.93 5.27
C 34.059 -17.653 17.248 -4.63 -1.29 -2.35
H 37.968 -20.278 14.968 0.72 0.70 -0.99
H 37.648 -19.324 16.245 -0.63 1.08 -1.26
H 37.900 -18.360 14.555 -0.24 -1.94 1.26
H 35.630 -20.524 14.864 0.62 0.48 0.38
H 36.097 -19.431 13.569 0.31 -0.45 0.29
H 34.672 -17.264 13.525 1.28 0.58 0.16
H 33.716 -16.977 14.590 -1.61 1.08 2.02
H 33.815 -19.581 12.988 0.51 1.92 -0.38
H 32.955 -17.914 12.610 0.39 0.03 -0.79
H 32.566 -19.013 13.856 0.10 0.31 -0.69
H 35.185 -19.312 17.072 0.63 0.88 -1.85
H 33.963 -19.518 16.082 -2.87 -1.43 0.03
H 34.189 -17.887 18.269 0.12 -0.13 0.99
H 32.923 -17.537 16.986 1.42 -0.41 1.10
H 34.299 -16.696 16.992 1.74 2.61 -0.43
C 32.946 -21.084 7.322 1.58 0.89 2.61
C 33.743 -21.672 6.171 -1.53 -2.00 0.91
N 33.417 -23.038 5.725 -0.71 0.01 3.10
C 33.649 -23.312 4.348 -8.96 4.20 2.01
C 34.801 -22.877 3.847 3.17 -4.97 -6.05
C 33.760 -24.091 6.671 -1.27 -0.73 -1.12
C 32.646 -25.081 6.489 -0.22 -0.81 4.91
H 31.910 -21.282 7.072 -0.31 0.33 0.35
H 33.178 -19.886 7.469 -0.71 -3.07 -0.58
H 33.227 -21.572 8.332 -0.71 0.74 -1.41
H 34.756 -21.728 6.244 3.20 1.03 1.02
H 33.477 -20.968 5.493 -0.36 1.59 -3.25
H 32.773 -22.502 4.015 1.85 -1.45 -0.31
H 33.177 -24.095 3.883 -0.71 -2.81 -0.22
H 35.282 -22.258 4.320 4.07 7.60 4.99
H 34.763 -22.616 2.852 -0.16 0.81 -2.34
H 35.583 -23.594 3.869 0.84 -1.77 -0.23
H 33.629 -23.918 7.734 0.83 1.25 0.04
H 34.678 -24.634 6.432 0.55 0.36 0.33
H 31.656 -24.553 6.629 1.04 -1.02 0.07
H 32.925 -25.935 7.266 -1.36 1.47 -1.10
H 32.701 -25.583 5.626 -0.13 -1.56 -3.65

***

Record 5
14
Properties=species:S:1:pos:R:3:forces:R:3 method="wB97M-V/def2-TZVPD" e_lumo_ev=0.8 total_charge=0 e_above_lowest_kcal_mol=135.0
O 2.631 0.543 -0.230 0.15 -0.16 -0.06
C 1.276 0.457 -0.578 -0.21 0.06 -0.09
C 0.555 -0.844 -0.220 0.10 -0.44 -0.23
C 0.331 -0.494 1.268 0.01 0.04 -0.03
C -2.087 -0.271 0.204 -0.17 -0.02 -0.01
N -0.651 -0.118 0.185 -0.13 -0.07 0.13
C 0.361 0.874 0.566 -0.03 0.50 0.16
H 3.097 -0.213 -0.605 0.01 0.13 0.03
H 1.093 0.895 -1.573 0.01 -0.08 0.13
H 0.510 -1.820 -0.700 -0.02 0.15 0.10
H -2.350 -1.155 0.790 0.05 0.09 -0.11
H -2.497 -0.351 -0.806 0.11 0.06 0.07
H -2.511 0.608 0.693 0.05 -0.12 -0.03
H 0.086 1.843 0.974 0.05 -0.14 -0.05

***

no.,maximum force (eV Å⁻¹)
1,2.3
2,4.0
3,1.0
4,16.9
5,0.5